#w
Below is 2 unconnected molecules or ions with the total composition C9H11NO2S, with properties calculated with wB97M-V/def2-TZVPD.

Its HOMO energy (alpha / beta) is -9.11 / -8.92 eV. For the lowest unoccupied orbital energy (alpha / beta), the calculation gives -0.100 / -0.776 eV. As for the molecular weight: 197.259 g mol⁻¹.

Each line ends with the Mulliken charge.
Cartesian coordinates (Å):
C  0.155  -3.517  0.304  -0.247
C  1.358  -2.760  0.566  -0.411
C  -1.116  -3.010  0.050  -0.629
C  1.300  -1.450  0.234  -0.257
C  -1.138  -1.646  -0.243  -0.251
C  0.048  -0.955  -0.025  0.455
C  0.395  2.455  -1.821  -0.303
C  0.889  2.635  -0.460  -0.521
C  -0.262  1.721  -0.656  -0.056
N  -1.414  1.110  1.499  -0.476
O  -2.084  3.281  0.157  -0.633
O  -2.886  1.108  -0.549  -0.660
S  -1.801  1.867  0.023  1.085
H  0.275  -4.592  0.519  0.283
H  2.294  -3.203  1.008  0.308
H  -1.969  -3.769  -0.048  0.288
H  2.117  -0.646  0.321  0.196
H  -2.027  -1.093  -0.539  0.424
H  -0.397  3.080  -2.282  0.289
H  0.961  1.700  -2.434  0.186
H  1.736  2.055  -0.211  0.135
H  0.850  3.495  0.155  0.266
H  -0.543  1.547  1.655  0.253
H  -2.053  1.184  2.219  0.273

#x
Below is C9H11NO2S in the gas phase, with properties calculated with wB97M-V/def2-TZVPD.

Its HOMO energy is -9.31 eV. For the lowest unoccupied orbital energy, the calculation gives 0.619 eV. As for the molecular weight: 197.259 g mol⁻¹.

Each line ends with the Mulliken charge.
Cartesian coordinates (Å):
O  -3.657  -1.850  -0.723  -0.564
C  -3.305  -0.883  -0.113  0.574
O  -3.117  -0.882  1.202  -0.462
C  -3.067  0.459  -0.805  -0.454
S  -1.892  1.522  0.087  -0.214
C  -0.349  0.617  -0.300  -0.613
C  0.820  1.222  0.463  -0.661
C  2.070  0.424  0.209  0.510
C  3.255  1.029  -0.197  -0.537
C  4.370  0.235  -0.408  -0.361
C  4.265  -1.132  -0.211  -0.433
C  3.039  -1.639  0.192  -0.258
N  1.975  -0.886  0.396  -0.417
H  -2.778  -0.013  1.499  0.339
H  -4.012  1.004  -0.832  0.346
H  -2.727  0.300  -1.829  0.289
H  -0.191  0.690  -1.377  0.339
H  -0.477  -0.428  -0.018  0.429
H  0.967  2.263  0.169  0.336
H  0.596  1.197  1.533  0.329
H  3.301  2.098  -0.342  0.319
H  5.305  0.677  -0.723  0.397
H  5.109  -1.787  -0.365  0.371
H  2.896  -2.698  0.361  0.397

Q: Which of them is the most stable? A: #x.

#w
Below is C8H12O3 in the gas phase, with properties calculated with wB97M-V/def2-TZVPD.

Its HOMO energy is -9.94 eV. For the lowest unoccupied orbital energy, the calculation gives 0.614 eV. As for the molecular weight: 156.181 g mol⁻¹.

Each line ends with the Mulliken charge.
Cartesian coordinates (Å):
C  0.999  -1.916  1.509  -1.601
C  0.262  -1.155  0.399  1.479
C  0.530  -1.840  -0.989  -1.506
O  -1.142  -1.187  0.794  -0.346
C  -1.957  -0.134  0.542  0.354
O  -3.118  -0.060  0.987  -0.644
C  -1.564  1.066  -0.292  -0.790
C  -0.118  1.448  -0.095  1.177
C  0.320  2.659  -0.922  -1.467
O  0.341  1.219  1.222  -0.541
C  0.847  0.263  0.325  -0.737
H  0.889  -1.363  2.432  0.411
H  2.107  -1.977  1.321  0.341
H  0.545  -2.932  1.576  0.372
H  0.003  -1.322  -1.824  0.322
H  0.182  -2.870  -0.969  0.408
H  1.587  -1.798  -1.277  0.357
H  -2.257  1.907  -0.090  0.478
H  -1.629  0.783  -1.357  0.290
H  -0.559  3.304  -1.149  0.339
H  1.056  3.225  -0.373  0.429
H  0.756  2.359  -1.895  0.292
H  1.920  0.322  0.126  0.585

#x
Below is 2 unconnected molecules or ions with the total composition C8H12O3, with properties calculated with wB97M-V/def2-TZVPD.

Its HOMO energy is -8.09 eV. For the lowest unoccupied orbital energy, the calculation gives 0.816 eV. As for the molecular weight: 156.181 g mol⁻¹.

Each line ends with the Mulliken charge.
Cartesian coordinates (Å):
O  -1.369  0.317  1.057  -0.507
C  -0.944  -0.189  2.019  0.423
C  -0.140  0.455  3.119  -0.231
C  -0.035  -0.531  4.166  -0.236
C  -0.415  -1.681  3.621  -0.383
O  -0.852  -1.480  2.339  -0.365
H  0.812  0.761  2.653  0.185
H  -0.680  1.405  3.426  0.299
H  0.350  -0.316  5.150  0.369
H  -0.442  -2.712  3.916  0.439
C  1.399  -0.591  -0.821  -1.303
C  0.400  0.000  -1.789  0.061
C  0.770  1.000  -2.618  -0.064
O  0.232  1.396  -3.798  -0.338
C  -1.051  0.877  -4.087  -0.718
H  1.650  0.170  -0.067  0.217
H  0.975  -1.477  -0.333  0.268
H  2.347  -0.845  -1.320  0.413
H  -0.631  -0.363  -1.732  0.287
H  1.700  1.526  -2.431  0.355
H  -1.752  1.106  -3.271  0.302
H  -0.966  -0.212  -4.183  0.312
H  -1.356  1.384  -5.016  0.212

Q: Which of them is the most stable? A: #w.

#w
Below is a molecular structure, C30H36Cl3N2O3Zr, with properties calculated with wB97M-V/def2-TZVPD.

Its net charge is +3. Its HOMO energy is -16.99 eV. For the lowest unoccupied orbital energy, the calculation gives -10.891 eV. As for the molecular weight: 670.212 g mol⁻¹.

Each line ends with the Mulliken charge.
Cartesian coordinates (Å):
Zr  -0.481  0.422  0.170  -1.348
C  -1.038  -0.585  -5.145  -1.702
C  -0.439  -0.903  -3.811  0.463
C  0.290  0.053  -3.107  -0.714
C  0.913  -0.273  -1.898  -0.500
C  0.771  -1.554  -1.340  1.227
C  0.005  -2.504  -2.025  -1.059
C  -0.564  -2.182  -3.246  -0.768
H  -0.356  -0.902  -5.937  0.391
H  -1.208  0.484  -5.262  0.388
H  -1.978  -1.115  -5.296  0.435
H  0.405  1.051  -3.514  0.575
H  1.658  0.411  -1.490  0.780
H  1.379  -1.851  -0.491  0.215
H  -0.094  -3.507  -1.630  0.616
H  -1.115  -2.942  -3.788  0.485
C  -1.928  -3.341  0.815  -1.144
C  -2.820  -2.490  1.674  0.978
C  -4.112  -2.931  1.949  -1.145
C  -4.947  -2.213  2.788  -1.007
C  -4.500  -1.042  3.378  -1.124
C  -3.219  -0.556  3.138  1.583
C  -2.802  0.721  3.821  -1.537
C  -2.408  -1.299  2.273  -0.659
N  -1.066  -0.802  1.950  2.064
C  -0.135  -0.909  2.837  0.637
C  -0.287  -1.582  4.151  -2.141
C  1.252  -0.362  2.486  0.430
C  2.261  -0.296  3.574  -2.397
N  1.438  0.028  1.265  2.940
C  2.798  0.200  0.776  -0.115
C  3.166  1.388  0.129  -0.018
C  2.229  2.528  -0.154  -0.932
C  4.478  1.512  -0.310  -1.018
C  5.385  0.478  -0.143  -1.110
C  4.979  -0.712  0.431  -0.919
C  3.681  -0.887  0.903  1.630
C  3.329  -2.245  1.454  -2.131
H  -2.417  -3.600  -0.126  0.459
H  -1.700  -4.281  1.320  0.522
H  -0.972  -2.869  0.583  -0.336
H  -4.454  -3.860  1.509  0.569
H  -5.948  -2.570  2.991  0.493
H  -5.153  -0.490  4.043  0.543
H  -3.537  1.510  3.648  0.572
H  -1.831  1.097  3.502  -0.177
H  -2.763  0.580  4.903  0.467
H  -1.203  -2.163  4.204  0.410
H  -0.309  -0.828  4.944  0.413
H  0.575  -2.219  4.350  0.563
H  1.799  0.162  4.453  0.620
H  3.137  0.272  3.270  0.379
H  2.586  -1.291  3.882  0.471
H  1.165  2.285  -0.041  0.430
H  2.338  2.875  -1.182  0.553
H  2.402  3.385  0.499  0.383
H  4.787  2.429  -0.796  0.564
H  6.404  0.593  -0.487  0.475
H  5.680  -1.533  0.516  0.565
H  3.692  -3.015  0.774  0.566
H  2.259  -2.419  1.593  0.285
H  3.818  -2.424  2.414  0.429
C  0.442  2.835  2.600  -0.892
O  -0.472  2.167  1.666  -0.048
H  -0.016  2.841  3.586  0.326
H  0.622  3.848  2.252  0.418
H  1.373  2.280  2.605  0.244
H  -1.191  2.779  1.457  0.302
Cl  -4.764  1.136  -1.864  0.057
C  -3.252  1.089  -1.122  0.415
Cl  -2.512  -0.646  -1.145  0.023
Cl  -3.287  1.466  0.632  0.073
C  -2.119  1.907  -1.816  0.331
O  -2.217  2.357  -2.899  -0.448
O  -1.023  1.904  -1.036  -0.368

#x
Below is a molecular structure, C30H36Cl3N2O3Zr, with properties calculated with wB97M-V/def2-TZVPD.

Its net charge is +3. Its HOMO energy is -17.09 eV. For the lowest unoccupied orbital energy, the calculation gives -10.946 eV. As for the molecular weight: 670.212 g mol⁻¹.

Each line ends with the Mulliken charge.
Cartesian coordinates (Å):
Zr  0.132  0.107  0.059  -0.504
C  -2.339  3.441  3.285  -1.641
C  -2.297  2.248  2.387  0.498
C  -2.361  0.956  2.915  -0.514
C  -2.355  -0.164  2.095  -0.899
C  -2.313  -0.013  0.702  -0.336
C  -2.255  1.286  0.151  -0.150
C  -2.218  2.391  0.991  -0.722
H  -2.116  4.362  2.752  0.419
H  -1.641  3.328  4.116  0.413
H  -3.337  3.536  3.721  0.406
H  -2.437  0.828  3.989  0.550
H  -2.447  -1.153  2.529  0.637
H  -2.533  -0.869  0.062  0.965
H  -2.350  1.437  -0.916  0.730
H  -2.185  3.386  0.561  0.562
C  -1.197  -3.518  0.484  -0.889
C  0.256  -3.892  0.399  1.603
C  0.723  -5.061  0.978  -1.225
C  2.057  -5.430  0.855  -1.099
C  2.933  -4.636  0.138  -0.938
C  2.506  -3.458  -0.474  1.579
C  3.514  -2.654  -1.258  -1.769
C  1.168  -3.101  -0.308  -1.215
N  0.669  -1.891  -0.957  1.288
C  0.553  -1.968  -2.242  1.143
C  0.744  -3.201  -3.045  -2.254
C  0.177  -0.700  -2.967  0.704
C  0.083  -0.731  -4.447  -2.208
N  -0.052  0.337  -2.235  1.898
C  -0.527  1.542  -2.922  -0.806
C  -1.893  1.643  -3.219  1.083
C  -2.877  0.508  -3.049  -1.514
C  -2.335  2.825  -3.804  -1.201
C  -1.448  3.840  -4.126  -1.114
C  -0.090  3.666  -3.913  -1.103
C  0.404  2.507  -3.323  1.330
C  1.894  2.289  -3.266  -1.410
H  -1.756  -4.261  1.049  0.650
H  -1.663  -3.442  -0.503  0.249
H  -1.327  -2.561  1.000  -0.092
H  0.033  -5.701  1.514  0.495
H  2.407  -6.348  1.307  0.463
H  3.968  -4.936  0.031  0.566
H  4.381  -2.416  -0.640  0.519
H  3.122  -1.719  -1.661  0.167
H  3.893  -3.235  -2.101  0.416
H  0.730  -4.095  -2.430  0.407
H  1.709  -3.159  -3.563  0.425
H  -0.021  -3.267  -3.819  0.652
H  0.930  -1.271  -4.872  0.571
H  0.025  0.265  -4.873  0.395
H  -0.817  -1.282  -4.742  0.447
H  -2.541  -0.282  -2.373  0.066
H  -3.065  0.041  -4.018  0.373
H  -3.841  0.870  -2.692  0.557
H  -3.387  2.934  -4.036  0.552
H  -1.812  4.751  -4.581  0.496
H  0.608  4.430  -4.232  0.567
H  2.414  3.190  -2.942  0.532
H  2.265  2.059  -4.267  0.446
H  2.191  1.469  -2.612  0.028
C  2.148  -1.861  2.326  -0.886
O  0.915  -1.241  1.816  -0.054
H  2.862  -1.894  1.514  0.243
H  1.918  -2.868  2.662  0.255
H  2.529  -1.246  3.139  0.493
H  0.423  -0.957  2.599  0.168
Cl  1.026  2.812  -0.412  0.096
C  2.298  2.230  0.712  0.352
Cl  3.636  3.241  0.856  0.055
Cl  2.747  0.557  -0.048  -0.094
C  1.590  1.778  2.030  0.370
O  2.079  1.904  3.097  -0.458
O  0.439  1.203  1.709  0.213

Q: Which of them is the most stable? A: #w.

#w
Below is C3H7N3O2 in the gas phase, with properties calculated with wB97M-V/def2-TZVPD.

Its HOMO energy is -9.09 eV. For the lowest unoccupied orbital energy, the calculation gives 0.624 eV. As for the molecular weight: 117.108 g mol⁻¹.

Each line ends with the Mulliken charge.
Cartesian coordinates (Å):
H  1.038  1.440  2.597  0.221
N  0.313  0.899  2.944  -0.767
C  -0.103  0.240  1.934  0.454
N  -1.017  -0.663  1.917  -0.435
N  0.375  0.592  0.660  -0.183
C  -0.163  0.067  -0.441  0.679
O  -0.721  -1.058  -0.441  -0.683
O  0.349  0.697  -1.562  -0.390
C  0.292  -0.115  -2.860  -0.567
H  -1.126  -1.047  2.789  0.294
H  -0.978  -1.516  1.217  0.315
H  0.675  1.592  0.394  0.292
H  -0.705  -0.626  -3.070  0.249
H  0.709  0.500  -3.534  0.269
H  1.062  -1.002  -2.543  0.252

#x
Below is C3H7N3O2 in the gas phase, with properties calculated with wB97M-V/def2-TZVPD.

Its HOMO energy is -9.19 eV. For the lowest unoccupied orbital energy, the calculation gives 0.639 eV. As for the molecular weight: 117.108 g mol⁻¹.

Each line ends with the Mulliken charge.
Cartesian coordinates (Å):
C  2.833  0.194  0.015  -0.915
C  1.321  0.340  -0.167  0.711
O  0.759  1.463  0.008  -0.640
N  0.684  -0.822  -0.168  0.180
N  -0.671  -0.972  -0.312  -0.856
C  -1.406  -0.025  0.248  -0.069
N  -2.781  -0.189  0.407  -0.217
O  -3.750  0.683  -0.253  -0.394
H  3.571  0.912  -0.664  0.281
H  2.981  0.165  1.309  0.208
H  2.970  -0.821  -0.233  0.347
H  1.217  -1.688  0.198  0.294
H  -1.151  1.040  0.484  0.431
H  -3.256  -1.054  0.194  0.299
H  -3.321  0.774  -1.065  0.339

#y
Below is C3H7N3O2 in the gas phase, with properties calculated with wB97M-V/def2-TZVPD.

Its HOMO energy is -9.30 eV. For the lowest unoccupied orbital energy, the calculation gives 0.319 eV. As for the molecular weight: 117.108 g mol⁻¹.

Each line ends with the Mulliken charge.
Cartesian coordinates (Å):
H  2.222  -1.658  0.495  0.222
N  1.920  -0.795  0.454  -0.651
C  0.647  -0.437  0.495  0.388
C  0.124  1.035  0.562  -0.228
O  0.704  1.428  -0.622  -0.252
C  0.041  1.034  -1.622  0.163
O  -1.024  0.338  -1.608  -0.555
N  -0.347  -1.053  1.426  -0.144
N  -1.636  -1.343  0.857  -0.719
H  -1.105  0.751  0.434  0.172
H  0.357  1.763  1.423  0.270
H  0.595  1.424  -2.466  0.368
H  0.153  -1.907  1.424  0.302
H  -2.200  -0.594  1.092  0.342
H  -1.897  -1.361  -0.321  0.322

#z
Below is 2 unconnected molecules or ions with the total composition C3H7N3O2, with properties calculated with wB97M-V/def2-TZVPD.

Its HOMO energy is -10.27 eV. For the lowest unoccupied orbital energy, the calculation gives 0.675 eV. As for the molecular weight: 117.108 g mol⁻¹.

Each line ends with the Mulliken charge.
Cartesian coordinates (Å):
C  0.778  -1.810  -0.074  -0.885
C  0.340  -1.105  1.156  -0.070
N  0.217  0.161  1.238  -0.304
O  0.028  0.660  2.522  -0.390
H  1.833  -2.079  -0.028  0.283
H  0.632  -1.199  -0.959  0.219
H  0.205  -2.731  -0.175  0.304
H  0.421  -1.685  2.076  0.387
H  -0.228  1.585  2.400  0.331
N  -2.812  0.508  -2.219  -0.432
C  -1.738  0.632  -1.836  0.547
O  -0.458  0.910  -1.740  -0.234
N  -0.098  2.050  -0.942  -0.467
H  0.158  1.657  -0.024  0.443
H  0.723  2.446  -1.396  0.268

Q: Which of them is the most stable? A: #w.